101
Properties=species:S:1:pos:R:3:forces:R:3 method="wB97M-V/def2-TZVPD" s_squared=1.240 homo_energy_ev="-10.3284 / -10.5009" multiplicity=2 fmax_ev_per_a=2.384 charge=+1 orbital_gap_ev="6.35 / 6.15"
C 3.512932 0.698428 -2.177896 -0.24 0.09 0.61
H 5.167973 -0.615603 -4.100388 0.03 0.00 -0.05
F 2.715205 -2.436391 -2.056680 0.10 0.16 0.28
H -5.009167 -3.343123 -1.442838 -0.02 -0.07 -0.07
H 2.626406 -3.007194 4.924869 0.03 -0.10 0.07
H -1.290433 -0.893945 3.288733 0.11 -0.01 0.05
H 0.093294 -0.221398 -5.537247 -0.01 -0.20 -0.14
H 2.648657 6.728512 1.975000 -0.02 0.06 0.09
H 1.169875 1.715724 5.046930 -0.02 0.11 0.04
C -2.586668 -1.198992 -0.303046 0.39 0.56 -0.87
H 1.951926 -1.869805 2.846014 -0.07 -0.09 -0.09
C 0.582970 -1.193752 -5.541225 -0.52 0.09 -0.23
H -0.060216 -1.912890 -5.026789 0.04 0.01 -0.02
H -2.825653 -4.489895 -1.272883 -0.06 -0.10 -0.05
H 3.571467 -2.278714 -4.508342 -0.04 0.05 0.01
H -4.886088 -1.789849 3.584856 -0.05 -0.06 0.14
H 4.112289 0.026828 -5.382463 0.03 0.00 -0.04
H 3.384509 1.782850 -2.215081 -0.05 -0.01 -0.02
C -2.742103 -0.849699 1.094502 0.16 1.12 0.55
F 2.351705 -1.740862 0.381789 -0.54 0.12 -0.45
Cl 2.643037 -2.104595 7.618691 0.04 -0.06 0.14
O 0.344297 0.027616 1.770789 -0.33 -0.62 -1.30
H -2.731048 -0.021870 3.831309 -0.02 0.15 0.04
H -2.414551 3.336517 1.601335 -0.08 0.02 0.14
C -1.469882 2.870522 -1.682621 0.03 -0.19 0.21
C 2.058572 -0.258819 -3.875087 0.62 -0.13 0.32
H -2.430066 -1.648477 4.401518 -0.06 -0.05 0.10
H 1.124922 4.817342 1.601216 -0.15 0.03 0.07
C 4.424227 0.142507 -4.349958 0.29 -0.13 -0.28
H 3.270346 -1.961037 -6.234798 0.00 0.00 0.05
H -1.756379 -3.254274 2.152441 0.10 -0.13 -0.01
N 1.345395 1.823971 -0.039573 0.08 -1.20 -1.91
S 0.667028 0.499378 -3.183443 -1.20 0.11 2.05
H 4.880972 1.126912 -4.238348 0.01 -0.02 -0.02
C -4.584288 -2.661681 -0.710006 0.16 0.16 0.10
C -2.032100 -0.041958 -0.966727 -0.08 -0.58 -0.42
F 1.687813 -4.126918 -1.210267 -0.04 0.27 0.55
F 0.644727 -2.770213 -2.500648 -0.16 0.10 0.28
C -2.241498 2.518604 -0.410846 0.03 0.30 -0.08
Ir 0.261373 0.112398 -0.649118 1.57 -0.45 1.24
C 2.213562 -1.300437 6.160743 -0.06 0.17 -0.32
H 2.242836 -3.083092 -5.339099 -0.03 0.03 0.05
H -3.790061 -1.220515 -2.839083 -0.05 0.17 -0.09
C -2.140928 1.065906 -0.063232 -0.05 -0.08 -0.01
H -2.136126 -1.860862 -2.979957 0.17 0.11 -0.09
C -1.740874 3.386215 0.750913 -0.05 -0.17 -0.14
C -3.136848 -2.056944 -2.606809 -0.01 0.02 0.22
C -4.625278 -1.370982 2.616397 0.16 -0.10 -0.02
C 1.174462 -1.919377 -0.332562 -0.55 1.44 1.04
H 0.733986 -1.514685 -6.570602 0.02 -0.01 0.00
H -1.362722 -3.542235 -1.513191 0.11 -0.02 -0.03
C 2.285089 -1.984996 4.952910 0.00 -0.01 0.21
H 4.451763 2.363949 0.553415 0.11 -0.16 0.00
H 1.750649 0.543471 7.147671 0.03 0.03 0.09
C 1.556341 -2.836670 -1.504411 -0.07 -0.15 -1.45
H 2.820396 0.296605 -1.435283 0.23 0.14 -0.14
H -2.091923 0.090165 -2.038050 -0.13 -0.05 0.05
H -4.660415 -3.136112 0.260089 -0.06 0.00 0.12
C 1.904884 -1.350119 3.789844 -0.12 0.27 -0.04
C -3.741081 2.800011 -0.638850 0.13 -0.13 0.03
H -1.573967 3.931309 -1.895431 0.00 0.11 -0.03
C 1.501569 -0.015187 3.824061 -0.14 -0.18 0.16
H -3.520364 -2.926288 -3.133868 -0.02 -0.13 -0.04
H 5.983181 4.270524 0.937428 0.12 -0.02 0.06
H -1.838570 2.319735 -2.543466 -0.07 -0.09 -0.15
C 4.924548 4.383706 1.111880 0.02 -0.02 -0.08
C -3.127583 -2.358394 -1.100658 0.16 -0.59 -0.22
H -4.326210 2.529152 0.235881 -0.08 0.01 0.12
C 1.095318 0.596924 2.542103 0.29 0.31 -0.14
C 4.073013 3.317197 0.886047 -0.15 0.02 0.00
C -2.497965 0.521266 1.191631 -0.03 -0.80 -0.18
C 2.190326 4.700601 1.478194 0.15 -0.03 0.02
H 5.085480 6.417517 1.742987 0.04 0.11 -0.02
N 1.875603 -1.096197 -4.900085 0.18 0.34 0.30
C -2.811814 -3.094368 2.362403 -0.04 0.16 -0.05
H 4.529067 0.461662 -1.867697 0.05 -0.01 -0.02
H -1.982869 -3.791383 0.109407 0.03 -0.10 0.07
H -4.115464 2.232369 -1.486748 -0.06 -0.06 -0.13
H -3.022232 -3.488245 3.355802 0.00 -0.01 0.03
H -0.411428 2.648955 -1.551677 0.12 0.16 -0.10
C 2.803575 -2.150104 -5.265132 0.38 -0.19 -0.15
H -5.180547 -1.752411 -0.709953 -0.13 0.10 0.03
C -2.267013 -3.625803 -0.919926 -0.03 0.12 0.03
C -3.122566 -1.596756 2.352928 -0.28 -0.19 0.36
O 1.656419 1.781952 2.313535 0.18 -0.47 0.71
C 4.414071 5.596774 1.542896 0.07 0.09 -0.07
C 3.047780 5.764918 1.696164 -0.05 0.08 -0.03
H -4.856774 -0.308389 2.628323 -0.03 0.10 0.01
H -3.417041 -3.659186 1.662063 0.04 -0.07 -0.08
F 0.381751 -2.661363 0.512760 0.16 0.47 -0.60
H -0.755084 3.056487 1.064117 0.16 0.04 0.08
C 2.711157 3.472131 1.099031 -0.30 0.09 0.14
N 3.281697 0.084675 -3.462959 -0.32 -0.37 -0.38
C -2.342689 -0.992857 3.539346 -0.01 -0.09 -0.10
C 1.471901 0.679868 5.030069 0.02 -0.09 -0.29
C 1.805730 0.028598 6.201848 0.04 -0.11 0.09
H -1.673967 4.421588 0.428008 -0.02 0.14 0.00
H -3.884402 3.858076 -0.839347 -0.02 0.15 -0.04
H -2.563775 1.096540 2.092181 -0.04 0.11 0.22
C 1.816009 2.287036 0.997148 -0.11 0.15 -0.03
H -5.245362 -1.848079 1.864181 -0.09 -0.03 -0.08